Formula: C11H28BClN2O6PS
Source: OMol25
Level of theory: ωB97M-V with the def2-TZVPD basis set

Geometry as XYZ:
```
51
Properties=species:S:1:pos:R:3:forces:R:3:nbo_charge:R:1
H -3.503 -3.172 -0.061 -0.03 0.00 0.02 0.22
O 2.116 1.915 -0.275 -0.39 -0.09 0.21 -0.90
H 2.500 -4.478 0.549 -0.05 -0.02 -0.03 0.20
H 0.172 -0.320 1.521 -0.14 0.04 -0.10 0.22
C 2.796 -3.849 -0.292 0.09 0.12 0.13 -0.40
Cl -3.669 1.047 2.570 0.05 -0.05 0.23 -0.19
H 2.548 4.598 1.705 0.09 0.10 0.05 0.08
C -1.299 -3.056 -1.639 0.25 -0.01 0.15 0.53
H 2.677 -4.420 -1.210 0.03 -0.01 -0.03 0.21
H -3.874 -3.944 -3.225 0.00 -0.02 -0.03 0.20
O -5.092 1.756 0.237 0.05 -0.07 0.35 -0.87
H 0.721 4.045 2.798 -0.07 0.11 0.12 0.07
H 1.781 -0.469 0.763 0.06 0.03 -0.22 0.20
H -1.456 4.833 -0.698 -0.03 0.17 -0.13 0.23
H -3.565 3.868 -0.062 0.02 -0.04 -0.25 0.27
H -2.312 -3.479 -3.916 0.02 -0.01 -0.01 0.21
H -3.204 -1.484 -0.493 0.00 -0.07 -0.06 0.22
O -0.810 -2.853 -0.538 0.12 0.10 0.01 -0.66
H 2.128 -2.987 -0.331 -0.12 -0.06 -0.03 0.20
O -2.800 0.895 -0.084 0.17 0.20 0.26 -0.92
C -3.505 -2.457 -0.884 0.14 -0.07 0.01 -0.42
H -0.695 -3.391 -2.499 0.00 -0.02 0.00 0.11
H 5.331 -3.148 1.580 0.01 0.02 0.03 0.22
H -1.370 3.401 1.966 0.14 -0.25 0.10 0.21
N 4.173 -3.419 -0.151 -0.14 -0.01 0.06 -0.44
C 1.238 -0.172 1.649 0.22 -0.26 0.23 -0.26
H -4.506 -2.386 -1.300 -0.03 0.00 -0.01 0.21
C -3.143 3.362 0.802 0.30 -0.02 0.51 -0.66
H -3.602 3.776 1.695 -0.28 0.05 -0.03 0.26
N -2.593 -2.899 -1.932 -0.34 0.08 -0.15 -0.42
C 0.407 4.964 0.327 -0.34 0.25 0.16 -0.69
H 0.795 4.725 -0.659 0.28 -0.17 -0.03 0.27
C 5.125 -3.713 -1.060 0.06 -0.02 -0.11 0.53
H -3.571 -2.257 -3.675 0.00 0.00 -0.03 0.20
H 3.683 -2.488 1.641 -0.02 -0.03 0.01 0.19
H 0.689 5.994 0.526 -0.02 0.16 -0.06 0.28
P 1.313 3.975 1.542 0.34 -0.16 -0.10 0.67
H 4.956 -1.668 0.703 0.01 0.01 0.02 0.21
C -3.118 -3.158 -3.259 -0.03 0.03 0.14 -0.40
B 1.656 2.105 0.987 0.16 -0.21 0.06 0.95
H -1.173 2.641 0.365 0.09 -0.16 0.00 0.23
C 4.556 -2.636 1.009 0.04 -0.03 -0.09 -0.41
H 1.576 -0.763 2.490 0.08 0.07 0.16 0.21
C -1.126 4.796 0.338 -0.10 -0.29 -0.21 -0.40
S -3.734 1.686 0.661 -0.36 0.04 -0.97 2.11
H 1.503 2.021 -1.007 0.14 0.05 -0.27 0.53
C -1.625 3.468 0.910 -0.13 0.33 -0.11 -0.43
O 1.476 1.229 1.961 -0.39 0.09 -0.21 -0.68
O 6.281 -3.355 -0.973 0.02 0.02 0.01 -0.61
H 4.747 -4.313 -1.906 0.00 -0.01 0.02 0.11
H -1.601 5.637 0.835 0.03 0.07 0.22 0.23
```
Positions in Å, forces in eV/Å.

## Properties
Kohn-Sham gap, eV: 7.4
Net charge: +1
2S+1: 1
M, g mol⁻¹: 393.66


Formula: F6K2N3O12S6
Source: OMol25
Level of theory: ωB97M-V with the def2-TZVPD basis set

Geometry as XYZ:
```
29
Properties=species:S:1:pos:R:3:forces:R:3:nbo_charge:R:1
S 0.290 -1.988 -2.327 -4.46 -5.85 -2.10 2.30
O -0.345 0.888 -0.343 3.14 1.95 1.73 -0.80
N 1.880 -1.774 -2.963 -6.05 -8.55 -3.01 -1.06
S -2.682 -1.048 1.240 0.46 8.94 0.92 2.36
F -3.731 0.153 1.601 -1.00 0.45 1.19 -0.58
O 0.852 0.835 1.868 -0.11 2.36 -1.00 -0.81
O 1.499 0.558 -2.548 -1.19 0.77 0.78 -0.95
F 2.616 4.155 -0.482 -0.49 0.62 0.46 -0.52
S 2.084 -0.672 -2.109 7.25 9.40 7.16 2.43
F 0.006 -3.433 -2.947 1.36 -1.56 -0.74 -0.54
S 2.216 3.083 0.643 6.64 -2.78 -2.55 2.43
N -3.681 -2.150 1.621 2.24 -3.80 -1.94 -0.99
F -1.230 2.137 1.295 0.26 0.82 1.38 -0.56
F -3.427 -4.625 1.424 -0.69 0.41 -0.70 -0.52
N 0.683 3.145 0.542 0.72 -0.17 0.54 -1.25
O -2.539 -0.612 -0.111 0.61 -1.86 -1.02 -0.89
K -1.359 4.976 0.292 0.07 -0.94 -0.06 0.99
O 2.938 1.867 0.107 -2.85 3.89 2.37 -0.81
O -2.381 -3.527 -0.510 -1.13 0.99 4.40 -0.82
O 0.064 -2.417 -0.960 1.25 2.55 -1.10 -0.82
O -1.461 -3.549 1.905 -1.04 1.10 -2.09 -0.88
F 3.525 -0.473 -2.668 3.04 0.92 -0.67 -0.55
K 3.561 5.438 3.555 -0.06 -0.56 -0.33 0.99
O 2.824 3.689 1.847 -1.00 0.22 -0.48 -1.08
S 0.246 1.592 0.801 -6.00 -5.41 -1.99 2.40
S -2.564 -3.332 0.962 0.64 -4.78 0.01 2.26
O 2.417 -0.872 -0.686 -1.54 0.39 -1.96 -0.93
O -1.600 -0.656 2.134 -0.82 -1.63 -0.54 -0.92
O -0.701 -1.387 -3.182 0.75 2.10 1.35 -0.89
```
Positions in Å, forces in eV/Å.

## Properties
Kohn-Sham gap, eV: 4.1
Net charge: -1
Energy above the lowest of the compared OMol25 structures with the same formula, charge and spin, kJ/mol: 0.0
2S+1: 1
M, g mol⁻¹: 618.60


| no. | DFT total energy (hartree) | LUMO energy (eV) |
| --- | --- | --- |
| 1 | -2221.27708 | -3.52 |
| 2 | -5255.14140 | -0.95 |